54
Properties=species:S:1:pos:R:3:forces:R:3:mulliken_charge:R:1 method="wB97M-V/def2-TZVPD" smiles="CCOc1ccccc1C(=O)N[C@@H](C(=O)Nc1cccc(S(N)(=O)=O)c1)C(C)C" fmax_ev_per_a=0.805 homo_ev=-8.61 de_lowest_kcal_mol=0.6
C 4.4826 2.4135 -2.5174 -0.2 -0.3 -0.2 -1.141
C 3.7323 1.7229 -3.6508 0.3 0.4 0.0 -0.601
H 4.4228 1.3256 -4.4027 -0.1 0.0 0.0 0.427
H 3.0668 2.4373 -4.1446 0.1 -0.1 0.0 0.404
O 2.8581 0.7073 -3.1859 -0.1 -0.3 0.2 -0.473
C 3.3387 -0.5072 -2.7857 -0.1 -0.2 0.1 1.099
C 4.6729 -0.8811 -2.9178 0.1 0.3 -0.1 -0.793
C 5.1074 -2.1343 -2.5255 -0.1 0.0 0.0 -0.702
C 4.2171 -3.0480 -1.9919 0.1 0.0 0.0 -0.803
C 2.8920 -2.6889 -1.8600 -0.1 0.1 0.0 -0.625
C 2.4258 -1.4324 -2.2421 0.3 -0.1 -0.1 0.282
C 0.9684 -1.2102 -2.0400 -0.1 0.3 0.0 0.830
O 0.2229 -2.1395 -1.7302 0.0 -0.3 -0.1 -0.881
N 0.4983 0.0399 -2.1809 -0.1 0.2 0.0 0.050
H 1.1404 0.7943 -2.3670 0.1 -0.2 -0.1 0.359
C -0.9170 0.3557 -2.1272 -0.2 0.2 0.0 -0.296
C -1.2366 1.5762 -2.9979 -0.1 -0.2 0.0 0.576
C -2.7432 1.8259 -3.0141 0.2 0.1 0.2 -1.650
H -3.2689 0.9603 -3.4124 -0.1 -0.1 -0.1 0.370
H -2.9711 2.6846 -3.6406 -0.1 0.1 -0.1 0.427
H -3.1068 2.0276 -2.0114 -0.1 0.0 0.0 0.377
C -0.7263 1.3710 -4.4235 0.0 0.1 0.3 -1.417
H 0.3477 1.2048 -4.4481 0.1 0.0 -0.1 0.191
H -0.9512 2.2468 -5.0272 0.0 0.1 -0.1 0.450
H -1.2143 0.5098 -4.8756 0.0 -0.1 -0.1 0.339
H -0.7440 2.4464 -2.5517 0.0 0.0 0.0 0.270
H -1.4616 -0.5216 -2.5013 0.1 0.1 0.0 0.586
C -1.3043 0.5679 -0.6470 0.0 -0.3 -0.4 0.165
O -1.5700 1.6494 -0.1740 0.0 0.3 0.2 -0.695
N -1.2716 -0.6110 0.0255 0.0 -0.4 -0.1 0.077
C -1.4906 -0.8440 1.3781 -0.1 0.2 0.5 0.144
C -1.3920 -2.1627 1.8318 0.0 0.1 0.0 -0.591
C -1.6123 -2.4729 3.1598 0.0 0.1 -0.1 -0.683
C -1.9368 -1.4714 4.0635 0.0 0.0 0.2 -0.496
C -2.0201 -0.1735 3.6064 0.0 0.1 0.4 0.293
C -1.8047 0.1642 2.2878 0.1 0.1 -0.3 -0.534
H -1.8678 1.1935 1.9798 0.0 0.0 -0.2 0.589
S -2.4427 1.1313 4.7424 -0.7 0.4 0.0 1.223
O -2.5774 0.5973 6.0674 -0.1 -0.3 -0.2 -0.685
O -1.5806 2.2581 4.5325 -0.1 -0.2 -0.4 -0.618
N -3.9863 1.5339 4.1970 0.7 -0.3 0.2 -0.549
H -4.6671 1.4698 4.9358 -0.1 -0.1 0.2 0.279
H -4.0033 2.4389 3.7555 0.1 0.2 -0.1 0.270
H -2.1168 -1.6714 5.1068 0.0 -0.1 0.1 0.515
H -1.5327 -3.4968 3.4917 0.0 -0.1 0.0 0.389
H -1.1359 -2.9396 1.1260 0.0 -0.1 -0.1 0.445
H -0.9546 -1.4224 -0.5162 -0.1 0.3 0.0 0.128
H 2.1680 -3.3797 -1.4550 0.0 0.0 0.0 0.469
H 4.5517 -4.0261 -1.6844 0.0 -0.1 0.0 0.400
H 6.1499 -2.3900 -2.6418 0.1 0.0 0.0 0.404
H 5.3932 -0.1964 -3.3356 0.0 0.1 0.0 0.329
H 5.0951 3.2140 -2.9224 0.1 0.1 0.0 0.403
H 3.7761 2.8365 -1.8073 0.0 0.1 0.1 0.319
H 5.1227 1.7129 -1.9869 0.1 0.0 0.1 0.357


50
Properties=species:S:1:pos:R:3:forces:R:3:mulliken_charge:R:1 method="wB97M-V/def2-TZVPD" smiles=c1cc[nH]c1.c1cc[nH]c1.c1cc[nH]c1.c1cc[nH]c1.c1cc[nH]c1 fmax_ev_per_a=0.926 homo_ev=-7.95 de_lowest_kcal_mol=42.1
N -1.4602 -1.9943 1.8502 0.5 0.1 0.0 -0.024
C -0.7886 -1.8861 3.0375 0.0 0.0 0.0 -0.296
C -0.9231 -3.0690 3.7134 -0.1 -0.4 -0.1 -0.628
C -1.6922 -3.9341 2.8856 0.3 0.0 -0.1 -0.575
C -1.9652 -3.2508 1.7278 -0.3 -0.3 0.2 -0.468
H -1.3811 -1.3152 1.1081 -0.3 -0.1 0.1 0.642
H -0.2437 -0.9928 3.2914 -0.1 0.1 0.0 0.298
H -0.4990 -3.3593 4.6598 0.0 0.3 0.1 0.403
H -1.9342 -4.9647 3.0871 -0.1 0.0 0.0 0.395
H -2.4772 -3.5905 0.8440 -0.1 0.2 -0.1 0.387
N 0.0250 0.0050 0.0301 0.1 0.1 -0.4 0.245
C -1.0234 0.8721 0.1943 0.3 0.3 0.2 -0.530
C -2.0472 0.4760 -0.6167 -0.1 0.0 -0.4 -0.435
C -1.5918 -0.6614 -1.3403 0.0 -0.1 0.2 -0.509
C -0.3080 -0.9100 -0.9255 -0.2 -0.4 -0.1 -0.321
H 0.9024 0.0274 0.5397 -0.1 0.1 -0.2 0.142
H -0.9375 1.7544 0.8068 0.0 -0.1 0.2 0.341
H -2.9846 0.9940 -0.7202 -0.1 -0.1 0.0 0.348
H -2.1318 -1.2931 -2.0268 -0.1 0.2 -0.1 0.421
H 0.3262 -1.7247 -1.2355 0.3 0.2 0.2 0.174
N -2.6236 6.1063 -1.8317 0.2 0.2 0.2 0.002
C -2.8622 6.2522 -0.4938 0.0 -0.2 -0.2 -0.345
C -3.3770 5.0663 -0.0360 0.0 0.3 0.3 -0.690
C -3.4205 4.1693 -1.1309 0.0 -0.1 -0.4 -0.085
C -2.9554 4.8397 -2.2329 0.2 0.4 0.1 -0.665
H -2.1909 6.8230 -2.3868 -0.1 -0.2 -0.2 0.189
H -2.6211 7.1758 0.0019 -0.1 0.0 0.1 0.380
H -3.7052 4.9021 0.9774 0.0 -0.2 0.0 0.382
H -3.7297 3.1391 -1.1400 -0.1 0.0 0.1 0.458
H -2.8023 4.5560 -3.2588 -0.1 -0.2 0.0 0.381
N 1.5216 -4.0475 -2.0498 -0.3 0.1 0.0 0.033
C 1.6602 -3.1123 -3.0360 0.1 0.4 -0.1 -0.787
C 2.8614 -2.4825 -2.8540 0.2 -0.1 0.1 -0.171
C 3.4744 -3.0712 -1.7119 0.0 0.2 0.1 -0.409
C 2.6187 -4.0214 -1.2310 -0.2 -0.1 0.1 -0.611
H 0.6685 -4.5489 -1.8755 0.1 -0.1 0.0 0.216
H 0.8785 -2.8841 -3.7405 0.0 -0.2 0.0 0.412
H 3.2837 -1.6957 -3.4562 -0.1 0.0 -0.1 0.408
H 4.4034 -2.7758 -1.2527 0.1 -0.1 -0.1 0.497
H 2.6928 -4.6844 -0.3865 0.0 0.0 0.0 0.405
N 2.6097 1.9776 1.4341 0.1 0.2 0.2 0.065
C 3.4879 1.6027 0.4563 -0.4 -0.2 -0.2 -0.741
C 3.6077 0.2396 0.5195 0.0 0.2 -0.1 -0.013
C 2.7959 -0.2150 1.5978 0.6 -0.5 -0.5 -0.358
C 2.1966 0.8820 2.1458 0.0 0.4 0.3 -0.779
H 2.4072 2.9294 1.6850 -0.1 -0.1 -0.1 0.208
H 3.8315 2.3156 -0.2736 0.2 0.0 0.1 0.383
H 4.1597 -0.3813 -0.1660 0.0 0.0 0.0 0.364
H 2.7256 -1.2652 1.8306 -0.3 0.1 0.4 0.442
H 1.5382 1.0256 2.9859 0.0 -0.2 0.0 0.418


53
Properties=species:S:1:pos:R:3:forces:R:3:mulliken_charge:R:1 method="wB97M-V/def2-TZVPD" fmax_ev_per_a=4.495 homo_ev=-6.49
Au -0.0773 -1.1660 -1.8506 0.7 0.1 -1.6 0.295
C -3.1257 -2.4517 1.1898 0.0 0.2 0.1 -1.756
C -1.8806 -1.8361 0.5913 -2.4 -1.5 -3.5 1.181
N -1.7823 -1.8814 -0.7360 0.0 -0.1 2.2 0.536
N -2.7034 -2.4507 -1.4908 -2.1 -0.6 2.2 -1.373
C -2.5022 -2.6695 -2.7440 1.5 0.2 -1.6 0.393
N -3.4629 -3.3240 -3.4499 0.0 0.2 0.3 -0.436
S -1.0621 -2.2607 -3.6597 0.0 0.1 0.2 -0.572
C -0.9199 -1.2794 1.4493 2.2 1.2 1.6 0.452
C -1.0381 -1.5901 2.8405 0.0 0.0 -1.0 -1.113
C -0.2975 -1.0058 3.8161 0.8 0.6 0.1 -0.751
C 0.6778 -0.0663 3.4362 -0.7 -0.6 -0.1 -0.771
C 0.8720 0.1480 2.1051 0.6 0.5 0.6 -0.209
N 0.1395 -0.4134 1.1137 -0.7 -0.7 -0.5 0.959
H -3.8659 -2.5514 0.4010 0.0 0.0 0.0 0.378
H -3.5269 -1.8283 1.9858 -0.1 0.0 0.1 0.503
H -2.9317 -3.4517 1.5743 0.0 -0.1 0.1 0.355
H -4.3834 -3.3704 -3.0467 0.0 -0.1 0.1 0.243
H -3.3809 -3.3108 -4.4522 0.0 0.0 0.1 0.210
H -1.7407 -2.3527 3.1165 -0.2 0.0 0.0 0.481
H -0.4234 -1.2766 4.8500 -0.1 0.0 0.2 0.432
H 1.2815 0.4590 4.1560 0.1 0.0 0.0 0.494
H 1.6510 0.8164 1.7698 -0.1 -0.1 0.0 0.406
C 2.9993 -0.4833 -2.5077 0.0 -0.1 0.1 -1.203
C 3.3374 0.0181 -1.1038 0.1 -0.2 -0.2 0.404
C 3.3208 -1.1031 -0.0685 0.1 0.1 -0.1 -1.300
C 2.4742 1.2045 -0.7337 0.1 0.0 0.1 1.097
C 3.1038 2.4409 -0.7730 0.0 0.2 0.0 -0.792
C 2.4456 3.5997 -0.4204 0.0 0.1 0.0 -1.375
C 1.1060 3.5307 -0.1033 0.1 0.1 0.0 -1.018
C 0.4116 2.3285 -0.0883 0.0 0.1 -0.2 0.643
C -1.0765 2.4585 0.1769 -0.2 -0.2 0.0 0.531
C -1.4745 2.1756 1.6316 0.0 0.2 -0.1 -1.398
C -1.9534 1.6833 -0.8038 0.0 0.1 0.1 -1.585
C 1.1198 1.1338 -0.3457 0.5 0.7 0.2 -0.599
N 0.5161 -0.1239 -0.1659 -0.5 -0.1 0.4 -0.141
H 3.7449 -1.1936 -2.8572 0.2 -0.1 0.0 0.442
H 2.9435 0.3488 -3.2048 0.1 0.1 -0.1 0.360
H 2.0231 -0.9833 -2.5185 0.3 0.1 -0.1 0.019
H 4.3685 0.3936 -1.1530 -0.2 0.0 0.1 0.521
H 2.3400 -1.5601 0.0007 0.0 -0.1 0.0 0.110
H 3.6007 -0.7147 0.9089 0.0 0.0 0.2 0.284
H 4.0367 -1.8720 -0.3462 0.1 -0.1 0.0 0.505
H 4.1459 2.4921 -1.0522 0.1 -0.1 0.0 0.409
H 2.9682 4.5439 -0.3919 0.0 0.1 -0.1 0.396
H 0.5694 4.4388 0.1322 -0.1 0.1 0.0 0.434
H -1.2942 3.5175 -0.0052 0.1 -0.1 0.1 0.742
H -1.6520 1.1180 1.8028 -0.1 0.0 0.1 0.220
H -2.3931 2.7117 1.8595 -0.1 0.0 0.1 0.492
H -0.7064 2.5195 2.3222 0.0 0.0 0.1 0.282
H -1.7906 0.6126 -0.7470 0.0 0.0 0.0 0.388
H -1.7493 2.0027 -1.8233 0.0 0.0 -0.1 0.365
H -3.0024 1.8747 -0.5870 -0.1 0.1 0.0 0.432


57
Properties=species:S:1:pos:R:3:forces:R:3:mulliken_charge:R:1 method="wB97M-V/def2-TZVPD" fmax_ev_per_a=3.741 charge=-2 homo_ev=-3.06
Cu 2.2780 -0.4214 -0.0271 0.2 0.4 -0.7 0.059
C 1.4726 1.7417 -3.6886 -0.2 -0.3 1.6 -1.880
C 2.1895 0.4523 -3.3138 -0.2 -0.5 -1.2 1.640
C 2.7632 -0.2976 -4.5673 -1.0 1.5 0.2 -1.671
O 1.2843 -0.3873 -2.6428 -0.7 -1.0 1.0 -0.366
C 3.3853 0.8365 -2.3999 -0.8 -0.9 1.0 0.249
O 4.1375 1.6595 -2.8944 0.7 0.2 0.3 -0.677
O 3.5067 0.2768 -1.2200 0.3 0.8 -1.5 -0.557
H 0.5929 1.6764 -4.3093 -0.2 -0.4 -0.2 0.429
H 2.2047 2.3141 -4.1347 1.3 1.5 -1.4 0.522
H 1.2481 2.2763 -2.7531 -0.3 -0.2 -0.1 0.353
H 1.9849 -0.4546 -5.3437 0.6 0.7 0.3 0.335
H 3.0001 -1.2847 -4.2716 0.8 -1.0 0.5 0.452
H 3.6367 0.2819 -4.9121 -0.5 -0.5 -0.2 0.376
H 0.5836 -0.7189 -3.2280 0.5 0.4 -0.1 0.278
C -1.3989 1.1671 -0.2828 -1.6 3.1 -1.4 -1.703
C -1.5955 -0.0608 0.5048 -1.5 -2.1 0.3 2.245
C -3.0251 0.0127 1.1843 1.2 0.8 -0.5 -1.815
C -1.5650 -1.3466 -0.4082 -1.3 -0.5 0.4 -1.232
Si -0.2702 -0.3184 1.8115 0.8 -2.0 0.3 0.407
O 1.1440 -0.8633 1.2898 -1.0 0.1 0.5 -0.827
C -0.8394 -1.7802 2.9799 -1.0 2.0 1.2 0.320
C -1.5029 -1.5606 4.2164 -0.5 -0.3 -0.1 -0.035
C -1.9602 -2.5865 5.0493 0.4 0.8 0.7 -0.719
C -1.7985 -3.8974 4.6613 0.1 -1.2 0.3 -0.306
C -1.1865 -4.1349 3.4437 0.2 0.6 -0.4 -0.681
C -0.6655 -3.0887 2.6542 0.7 -1.9 -1.0 -0.014
C -0.0775 1.1857 2.8699 0.3 1.3 0.9 0.689
C -0.9750 1.7311 3.8445 1.2 1.0 -0.4 -0.077
C -0.5675 2.8646 4.5612 1.8 -0.1 0.4 -1.018
C 0.7588 3.3709 4.4728 -0.9 -1.3 -1.6 -0.473
C 1.6205 2.8948 3.4912 -0.9 -0.2 0.0 -0.615
C 1.1777 1.8287 2.7009 0.9 -0.3 -0.2 -0.179
H -2.0410 1.2879 -1.2302 0.6 -0.9 1.0 0.390
H -0.3857 1.3264 -0.6445 0.2 0.1 0.2 0.205
H -1.8074 2.0908 0.2848 1.2 -1.2 -0.5 0.296
H -3.7433 0.2525 0.3578 0.2 -0.5 0.8 0.525
H -2.9959 0.8854 1.8712 -0.3 -0.4 -0.2 0.321
H -3.2401 -0.8928 1.7640 -0.3 0.2 -0.3 0.350
H -2.5734 -1.4542 -0.9426 1.3 0.3 0.4 0.397
H -1.4738 -2.2985 0.2018 0.0 1.1 -0.6 0.234
H -0.7523 -1.3203 -1.1405 -0.1 0.0 0.2 -0.033
H -1.7442 -0.5696 4.5582 0.3 0.3 0.0 0.007
H -2.3237 -2.3468 6.0627 -0.1 -0.1 -0.7 0.316
H -2.0501 -4.7719 5.3237 0.0 1.1 -0.8 0.273
H -1.1491 -5.1417 3.0984 0.4 -0.7 -0.3 0.380
H -0.0440 -3.3025 1.7479 -0.8 -0.1 0.8 0.223
H -1.9529 1.3352 4.1160 0.2 -0.1 -0.6 0.309
H -1.1394 3.3316 5.3420 -0.7 -0.2 0.1 0.341
H 1.1600 4.0727 5.1377 0.0 1.2 1.0 0.432
H 2.6067 3.3453 3.3272 -0.4 -0.3 0.2 0.377
H 1.9769 1.4414 2.0115 -1.4 0.1 0.4 0.180
F -0.6279 -1.0522 -7.8277 0.2 0.4 0.6 -0.400
B 0.4199 -0.1521 -8.0937 0.1 1.2 -0.6 0.575
F 0.1235 1.2387 -7.7162 -0.2 -1.5 -0.2 -0.438
F 1.6178 -0.4937 -7.4420 -0.4 -0.3 -0.2 -0.363
F 0.5980 -0.1806 -9.5059 0.2 0.1 0.2 -0.406